1.
Density functional theory data (the ωB97M-V functional and the def2-TZVPD basis) for a structure of composition C22H57O10Sr.

Atoms and positions in Å:
Sr (0.21532, -1.34525, 3.53894)
O (0.67939, 0.03361, -0.51193)
C (0.56953, -0.24557, 0.79346)
O (-0.45998, 0.11860, 1.42399)
O (1.46301, -0.97423, 1.32867)
H (1.49546, -0.42638, -0.77868)
C (0.24749, -3.52510, -4.68619)
C (1.41701, -3.77949, -3.73889)
C (1.06019, -3.55554, -2.28961)
O (1.82019, -5.15004, -3.80909)
H (0.49106, -3.96674, -5.65152)
H (0.05142, -2.45947, -4.82348)
H (-0.66240, -3.98279, -4.29596)
H (2.23874, -3.09440, -3.99374)
H (1.88610, -3.82020, -1.63306)
H (0.20556, -4.19827, -2.03275)
H (0.62473, -2.57288, -2.07915)
H (2.25404, -5.33324, -4.64776)
C (3.20461, -3.12096, 3.10865)
C (2.40222, -4.18646, 3.81787)
C (3.07952, -4.75455, 5.03843)
O (1.12165, -3.58599, 4.20253)
H (2.76499, -2.81874, 2.15582)
H (4.22195, -3.46731, 2.93481)
H (3.31400, -2.21080, 3.71946)
H (2.23049, -4.98893, 3.09611)
H (3.34431, -3.96050, 5.74336)
H (3.96166, -5.34125, 4.80832)
H (2.35842, -5.38114, 5.57852)
H (0.74595, -4.12569, 4.91194)
C (-3.85528, -0.96858, 0.51602)
C (-4.42390, -0.96333, 1.91797)
C (-5.89140, -1.33223, 1.96807)
O (-3.67842, -1.94275, 2.70178)
H (-4.47465, -0.37484, -0.16116)
H (-3.77584, -1.98306, 0.12697)
H (-2.87317, -0.48798, 0.51777)
H (-4.23271, 0.03672, 2.32037)
H (-6.51807, -0.51625, 1.60965)
H (-6.17523, -1.48131, 3.01260)
H (-6.07776, -2.25058, 1.41534)
H (-3.15585, -1.47458, 3.34685)
C (-2.91348, 2.21798, -3.49858)
C (-2.47786, 1.28821, -2.38979)
C (-2.43239, -0.15791, -2.87319)
O (-1.17012, 1.70694, -1.97752)
H (-2.21822, 2.09832, -4.32716)
H (-2.89803, 3.24301, -3.13587)
H (-3.91840, 1.92279, -3.79611)
H (-3.20685, 1.32218, -1.56744)
H (-1.72858, -0.27268, -3.70241)
H (-3.41017, -0.48739, -3.23395)
H (-2.12376, -0.84100, -2.07770)
H (-0.80600, 1.07866, -1.33467)
C (-2.46489, 4.36502, 3.19961)
C (-2.69553, 3.01377, 2.56185)
C (-2.40673, 3.04258, 1.07766)
O (-1.83350, 2.03242, 3.21230)
H (-2.62381, 4.34497, 4.27905)
H (-3.16797, 5.10522, 2.81172)
H (-1.45267, 4.71364, 2.98924)
H (-3.73557, 2.69789, 2.70553)
H (-2.90242, 3.84788, 0.53088)
H (-2.65584, 2.09191, 0.60169)
H (-1.34828, 3.25838, 0.88278)
H (-1.39803, 1.57089, 2.48184)
C (4.48646, -1.40679, -0.70195)
C (4.84015, -0.07162, -1.34283)
C (4.04841, 1.07337, -0.75717)
O (6.23224, 0.21687, -1.17462)
H (3.46238, -1.68339, -0.98506)
H (4.59639, -1.36085, 0.38014)
H (5.09715, -2.22113, -1.10218)
H (4.61417, -0.10688, -2.41829)
H (3.12125, 1.30819, -1.28031)
H (4.61543, 2.00200, -0.90035)
H (3.89742, 0.98267, 0.32093)
H (6.72531, -0.51699, -1.55617)
C (0.92370, 6.23144, -1.20220)
C (0.75266, 4.76046, -1.48667)
C (1.11640, 3.89879, -0.31132)
O (-0.64877, 4.59381, -1.80816)
H (0.43484, 6.80678, -1.99003)
H (1.97553, 6.53137, -1.20140)
H (0.48255, 6.54505, -0.25573)
H (1.27658, 4.46180, -2.40184)
H (0.83766, 2.85282, -0.45535)
H (0.60242, 4.24688, 0.58942)
H (2.18772, 3.95068, -0.09544)
H (-0.90333, 3.65947, -1.80447)

Properties
**Total charge**: +1
**ΔE to the lowest compared entry with this formula, charge and spin**: 0.0 kJ/mol
**Kohn-Sham gap**: 0.2436 Eh
**HOMO**: -11.24 eV

2.
Density functional theory data (the ωB97M-V functional and the def2-TZVPD basis) for a cluster of 9 separate species, C22H59FN2O10S9 in total.

Atoms and positions in Å:
C (4.51438, 2.18165, -1.31197)
C (4.60127, 2.69202, -2.42479)
C (4.63192, 3.05267, -3.96963)
C (3.12511, 3.40204, -4.36651)
C (2.38828, 2.29623, -5.23796)
N (1.77411, 1.17214, -4.46812)
C (2.78094, 0.27093, -3.82509)
N (2.40653, -1.12855, -4.17042)
S (0.57335, 1.68867, -3.38984)
O (-0.38417, 2.61607, -4.02230)
O (-0.21256, 0.46173, -3.03101)
F (1.16693, 2.27076, -1.94810)
H (4.07827, 1.76237, -0.36402)
H (5.35075, 3.91544, -4.07343)
H (5.07466, 2.17112, -4.53649)
H (3.18070, 4.33816, -5.02050)
H (2.58238, 3.71211, -3.42775)
H (3.14494, 1.82418, -5.95104)
H (1.59560, 2.80284, -5.86395)
H (2.85687, 0.43655, -2.69906)
H (3.83556, 0.42084, -4.21564)
H (3.18997, -1.61170, -4.62117)
H (2.12414, -1.65664, -3.33918)
C (-1.89135, -0.54826, 1.80911)
S (-1.88637, 1.16870, 1.26567)
O (-3.07779, 1.83829, 1.87657)
C (-2.28496, 0.81636, -0.45556)
H (-1.69823, -0.57217, 2.88140)
H (-2.86323, -1.00045, 1.60610)
H (-1.10574, -1.09799, 1.28947)
H (-3.23333, 0.27933, -0.51483)
H (-1.48698, 0.22226, -0.90251)
H (-2.37267, 1.76058, -0.99324)
C (-4.31276, -3.49344, 2.49488)
S (-3.00882, -4.70021, 2.79600)
O (-1.74834, -4.15973, 2.19328)
C (-3.65322, -5.95280, 1.67124)
H (-4.09389, -2.59840, 3.07604)
H (-4.34583, -3.23968, 1.43292)
H (-5.27090, -3.90553, 2.81383)
H (-3.72897, -5.54233, 0.66152)
H (-4.63301, -6.28389, 2.01782)
H (-2.96657, -6.79929, 1.66873)
C (-1.06355, -4.35202, -1.36531)
S (-2.51927, -3.48568, -1.98185)
O (-3.71896, -4.26054, -1.54553)
C (-2.23868, -3.85828, -3.72385)
H (-1.05627, -4.28084, -0.27560)
H (-1.10252, -5.40217, -1.66030)
H (-0.16375, -3.88132, -1.76516)
H (-2.20418, -4.93891, -3.87221)
H (-1.30088, -3.40338, -4.04681)
H (-3.06161, -3.43899, -4.30270)
C (-3.63856, -0.01424, 5.33137)
S (-3.34633, -1.52887, 6.26684)
O (-4.07914, -2.63024, 5.57608)
C (-4.32322, -1.04884, 7.70534)
H (-3.14635, -0.10471, 4.36421)
H (-4.70958, 0.12930, 5.17997)
H (-3.21773, 0.83470, 5.87219)
H (-5.35116, -0.84021, 7.40437)
H (-3.87995, -0.16595, 8.16842)
H (-4.31459, -1.87341, 8.41821)
C (-3.13526, -9.35376, 6.17758)
S (-4.47645, -8.71313, 5.15537)
O (-4.00278, -8.71708, 3.74145)
C (-4.37291, -7.01590, 5.75458)
H (-2.99406, -10.40804, 5.93924)
H (-2.21387, -8.80797, 5.96782)
H (-3.40071, -9.25378, 7.23116)
H (-3.37419, -6.61636, 5.57123)
H (-4.59805, -6.99090, 6.82201)
H (-5.10670, -6.41489, 5.21748)
C (-2.83068, 5.06015, 2.78420)
S (-2.07484, 6.28122, 1.69257)
O (-1.35957, 7.27018, 2.55169)
C (-3.62297, 7.04231, 1.16475)
H (-2.03777, 4.48428, 3.26070)
H (-3.42399, 5.56236, 3.55065)
H (-3.46137, 4.38864, 2.19999)
H (-4.16662, 7.42029, 2.03220)
H (-4.22771, 6.30624, 0.63283)
H (-3.38905, 7.86980, 0.49485)
C (8.99129, 1.11450, -5.76562)
S (7.52617, 1.96796, -6.37785)
O (6.33000, 1.19570, -5.91996)
C (7.79403, 1.57706, -8.11747)
H (9.00925, 1.19765, -4.67887)
H (8.95412, 0.06122, -6.04819)
H (9.88504, 1.58405, -6.17893)
H (7.83155, 0.49519, -8.25441)
H (8.72726, 2.03164, -8.45302)
H (6.96480, 1.98679, -8.69414)
C (4.65199, 4.96487, 1.28790)
S (3.29226, 5.55164, 0.25734)
O (3.75391, 5.51233, -1.15930)
C (3.37187, 7.26882, 0.80313)
H (4.80859, 3.90636, 1.08124)
H (5.56285, 5.51841, 1.05367)
H (4.39303, 5.09364, 2.34011)
H (4.36268, 7.67845, 0.59913)
H (3.15477, 7.32226, 1.87107)
H (2.62338, 7.83944, 0.25368)

Properties
**Kohn-Sham gap**: 0.3209 Eh
**HOMO**: -8.31 eV

3.
Density functional theory data (the ωB97M-V functional and the def2-TZVPD basis) for a cluster of 17 separate species, C22H60BF3N16O38S in total.

Atoms and positions in Å:
C (4.68823, -1.65633, 4.20912)
C (3.64455, -0.97720, 3.14228)
O (3.16002, 0.37779, 3.56119)
B (1.68404, 0.28583, 3.28421)
O (1.28065, 0.24205, 1.86545)
O (0.79816, 0.19715, 4.46052)
S (-0.71151, 0.94373, 4.20144)
O (-0.59939, 2.18503, 3.25245)
O (-1.67004, -0.30038, 3.45444)
C (-3.00109, -0.16427, 4.13187)
C (-4.13829, 0.00960, 2.95440)
O (-4.96628, -1.20707, 2.88677)
C (-5.93291, -1.23341, 4.03339)
C (-7.41750, -1.85164, 3.57863)
F (-7.81139, -2.81953, 4.65836)
F (-8.48015, -0.77786, 3.59111)
F (-7.39149, -2.47850, 2.23364)
H (5.08957, -0.93612, 5.04054)
H (4.14626, -2.59621, 4.70138)
H (5.57494, -2.12278, 3.56213)
H (2.68815, -1.68368, 3.08543)
H (4.07272, -0.92254, 2.05460)
H (1.12262, -0.72227, 1.58414)
H (-3.04719, 0.82162, 4.80056)
H (-3.21918, -1.05997, 4.87689)
H (-4.75122, 0.99062, 3.20544)
H (-3.55026, 0.25106, 1.95478)
H (-6.16400, -0.14102, 4.41979)
H (-5.48109, -1.85910, 4.93645)
C (4.75916, -0.11232, -1.73890)
N (5.57952, -0.87836, -0.76223)
O (5.65063, -0.43350, 0.38926)
O (6.12889, -1.90469, -1.17923)
H (4.33785, 0.76175, -1.23764)
H (5.41720, 0.19144, -2.55552)
H (3.96567, -0.77354, -2.09298)
C (-2.98576, -2.48020, 0.29901)
N (-1.60830, -2.69839, -0.21936)
O (-1.46209, -3.56213, -1.09197)
O (-0.71273, -1.99629, 0.26446)
H (-3.66801, -3.16235, -0.21280)
H (-2.97028, -2.68326, 1.37172)
H (-3.25391, -1.44160, 0.09504)
C (1.47560, -0.47263, -4.91071)
N (2.26031, 0.31870, -3.92494)
O (2.85355, 1.31870, -4.34558)
O (2.25849, -0.08646, -2.75665)
H (1.56634, -0.00349, -5.89276)
H (1.88921, -1.48299, -4.92640)
H (0.43541, -0.47420, -4.57874)
C (-0.93400, -7.03844, -0.93619)
N (-2.17540, -7.49069, -0.25200)
O (-2.05805, -8.36634, 0.61306)
O (-3.23263, -6.95375, -0.60276)
H (-0.08495, -7.59250, -0.53014)
H (-1.05258, -7.24157, -2.00242)
H (-0.82347, -5.96907, -0.74531)
C (-5.74084, 3.87521, 0.96191)
N (-4.92048, 3.10916, 1.93858)
O (-4.84937, 3.55402, 3.09008)
O (-4.37111, 2.08283, 1.52159)
H (-6.16215, 4.74927, 1.46317)
H (-5.08280, 4.17896, 0.14529)
H (-6.53433, 3.21398, 0.60783)
C (0.71800, 3.31304, -6.86563)
N (0.49600, 2.26379, -7.89689)
O (0.84236, 1.11077, -7.61498)
O (-0.01976, 2.62740, -8.96030)
H (1.17573, 2.85353, -5.98695)
H (1.38186, 4.06459, -7.29764)
H (-0.25528, 3.73967, -6.61480)
C (-1.45906, 6.70892, -4.18717)
N (-1.50344, 5.29966, -4.66228)
O (-0.42937, 4.77461, -4.97784)
O (-2.61538, 4.76036, -4.70495)
H (-0.42297, 7.05398, -4.20112)
H (-2.07308, 7.30490, -4.86537)
H (-1.85777, 6.72671, -3.17084)
C (-8.24706, -3.48137, -0.51534)
N (-7.87064, -3.38041, -1.95124)
O (-8.79097, -3.31855, -2.77468)
O (-6.66179, -3.36610, -2.21111)
H (-9.33622, -3.48332, -0.43493)
H (-7.83035, -4.41418, -0.13013)
H (-7.82406, -2.61539, -0.00215)
C (-6.20833, -7.61285, -1.95954)
N (-7.63817, -7.51674, -1.55951)
O (-8.30217, -6.59558, -2.04886)
O (-8.05354, -8.36885, -0.76551)
H (-5.98165, -6.80409, -2.65758)
H (-5.60571, -7.52058, -1.05373)
H (-6.06397, -8.58486, -2.43553)
C (-3.35306, -4.60211, 5.91334)
N (-2.40692, -3.47696, 6.14257)
O (-2.89537, -2.36309, 6.36532)
O (-1.20055, -3.74382, 6.09243)
H (-4.37526, -4.22457, 5.98629)
H (-3.15863, -4.99799, 4.91452)
H (-3.16376, -5.35369, 6.68243)
C (2.45818, -0.86269, 8.27086)
N (3.83563, -1.08088, 7.75249)
O (3.98184, -1.94462, 6.87987)
O (4.73120, -0.37878, 8.23630)
H (1.77592, -1.54484, 7.75904)
H (2.47366, -1.06575, 9.34356)
H (2.19003, 0.17592, 8.06689)
C (3.34860, 7.13646, -2.81933)
N (2.01884, 7.79800, -2.90757)
O (2.00312, 9.00197, -3.18881)
O (1.02834, 7.08983, -2.69202)
H (4.12515, 7.87459, -3.03117)
H (3.45525, 6.74469, -1.80577)
H (3.36716, 6.33396, -3.55952)
C (4.20309, 11.32339, -4.96879)
N (5.02345, 10.55735, -3.99212)
O (5.09457, 11.00221, -2.84063)
O (5.57282, 9.53101, -4.40912)
H (3.78178, 12.19746, -4.46754)
H (4.86114, 11.62715, -5.78541)
H (3.40960, 10.66217, -5.32287)
C (7.44243, 0.35771, 10.10730)
N (7.71560, 0.72168, 11.52385)
O (6.89690, 0.34873, 12.37210)
O (8.74431, 1.37151, 11.74417)
H (6.51022, -0.20945, 10.06174)
H (7.35707, 1.28610, 9.53901)
H (8.27993, -0.24804, 9.75535)
C (9.19688, -0.57246, -2.02486)
N (9.57330, -0.47150, -3.46076)
O (8.65296, -0.40964, -4.28420)
O (10.78215, -0.45719, -3.72064)
H (8.10772, -0.57441, -1.94445)
H (9.61359, -1.50527, -1.63966)
H (9.61987, 0.29352, -1.51167)
C (-0.44587, -1.03030, -9.97926)
N (-0.64810, -2.50218, -9.89951)
O (0.30941, -3.18526, -9.51810)
O (-1.76247, -2.93020, -10.22207)
H (0.57459, -0.79654, -9.66819)
H (-0.61110, -0.73057, -11.01609)
H (-1.17000, -0.56147, -9.30989)

Properties
**Kohn-Sham gap**: 0.3416 Eh
**HOMO**: -10.05 eV

4.
Density functional theory data (the ωB97M-V functional and the def2-TZVPD basis) for a structure of composition C22H60F3KO26P6.

Atoms and positions in Å:
K (0.08154, 0.02415, -0.17036)
C (2.94703, 0.50240, 2.92978)
O (3.51571, -0.77619, 2.81280)
O (1.86282, 0.63897, 2.04802)
C (2.76857, 0.90269, 4.46597)
F (3.95560, 0.81161, 5.02907)
F (2.42020, 2.18169, 4.49225)
F (1.89461, 0.17902, 5.14872)
C (4.13267, -1.19051, 1.56375)
C (4.65527, -2.61527, 1.72403)
H (3.79330, -3.25100, 1.92637)
H (5.17771, -3.14986, 0.93069)
H (5.30956, -2.69104, 2.59252)
H (4.86900, -0.48237, 1.18368)
H (3.42697, -1.36672, 0.75193)
H (3.71562, 1.22901, 2.66631)
C (-2.80592, 4.61258, -3.39650)
O (-1.80009, 3.87021, -2.74955)
P (-2.26860, 2.84927, -1.56147)
O (-1.08886, 2.26164, -0.83514)
O (-3.20789, 3.78017, -0.61277)
C (-2.64619, 4.72818, 0.24638)
O (-3.26531, 1.76984, -2.23962)
C (-3.95350, 0.81323, -1.43678)
H (-3.73895, 4.65465, -2.83455)
H (-3.07514, 4.25205, -4.38929)
H (-2.47083, 5.64794, -3.45843)
H (-2.93377, 5.76723, 0.08585)
H (-1.56123, 4.62442, 0.23268)
H (-2.80350, 4.50975, 1.30261)
H (-5.01629, 1.03184, -1.54060)
H (-3.73308, 0.81535, -0.36930)
H (-3.76387, -0.15641, -1.89715)
C (6.09911, -4.51019, -5.43620)
O (4.78273, -4.25413, -4.96604)
P (4.24529, -4.70276, -3.46854)
O (5.25811, -5.44536, -2.65675)
O (2.84358, -5.47092, -3.77965)
C (2.20990, -6.32157, -2.80575)
O (3.73999, -3.31008, -2.84718)
C (2.73642, -2.50847, -3.47149)
H (6.67977, -3.60553, -5.61653)
H (5.98058, -4.94259, -6.42971)
H (6.71337, -5.12550, -4.77880)
H (2.65419, -6.28664, -1.81102)
H (2.28173, -7.34913, -3.16221)
H (1.15424, -6.06027, -2.73214)
H (1.93863, -2.42676, -2.73328)
H (2.33458, -2.89800, -4.40685)
H (3.09635, -1.49960, -3.67328)
C (-4.63339, 1.47540, 2.48326)
O (-4.63109, 0.05563, 2.35447)
P (-3.25715, -0.87313, 2.41174)
O (-2.28146, -0.61303, 1.30782)
O (-3.78809, -2.39647, 2.54737)
C (-4.85769, -2.68770, 3.53260)
O (-2.69217, -0.54939, 3.89826)
C (-1.32414, -0.61096, 4.25498)
H (-4.79809, 1.97445, 1.52831)
H (-3.65558, 1.83617, 2.80234)
H (-5.43817, 1.78575, 3.14968)
H (-5.50406, -3.50510, 3.21297)
H (-5.54116, -1.86886, 3.75720)
H (-4.31230, -2.90822, 4.45022)
H (-0.99375, -1.63499, 4.42904)
H (-1.03742, -0.01193, 5.11930)
H (-0.73235, -0.30802, 3.39120)
C (-0.52831, 2.78747, 3.04453)
O (-1.09006, 3.98351, 3.42759)
P (-1.61409, 4.18187, 4.91766)
O (-2.07868, 5.58630, 5.21050)
O (-2.78625, 3.01599, 5.13729)
C (-3.47771, 2.85704, 6.33879)
O (-0.39092, 3.73234, 5.86078)
C (0.57553, 4.63838, 6.38327)
H (-0.55242, 2.13732, 3.91907)
H (0.42937, 3.04332, 2.59122)
H (-1.00368, 2.24178, 2.22945)
H (-4.54266, 2.86562, 6.10658)
H (-3.29492, 3.74165, 6.94884)
H (-3.24632, 1.88993, 6.78516)
H (0.45941, 5.69302, 6.13357)
H (1.53831, 4.31770, 5.98538)
H (0.56457, 4.55172, 7.46977)
C (2.51649, 2.83561, -0.60097)
O (3.12889, 2.18918, -1.67262)
P (2.27472, 1.63248, -2.93574)
O (1.15273, 0.69761, -2.53785)
O (1.76338, 3.01698, -3.60148)
C (1.02026, 3.16363, -4.84110)
O (3.45171, 1.06898, -3.90549)
C (4.55519, 1.94894, -4.09657)
H (1.59085, 2.37268, -0.25896)
H (2.52395, 3.88514, -0.89513)
H (3.09900, 2.70900, 0.31159)
H (0.25808, 3.93815, -4.75576)
H (0.55617, 2.21747, -5.11947)
H (1.79017, 3.56071, -5.50266)
H (5.19698, 1.64155, -4.92223)
H (5.20545, 1.93155, -3.22195)
H (4.19143, 2.93183, -4.39608)
C (-0.75291, -1.59576, -3.75116)
O (-0.66662, -2.95859, -3.33216)
P (-1.35690, -3.35921, -1.88638)
O (-0.72798, -2.65537, -0.74371)
O (-2.93746, -3.09909, -2.07766)
C (-3.67409, -3.90789, -3.00996)
O (-1.33204, -4.98009, -1.82024)
C (-1.85371, -5.72699, -0.73550)
H (0.20569, -1.12296, -3.53753)
H (-1.51102, -1.08139, -3.16057)
H (-1.00714, -1.48232, -4.80501)
H (-3.34321, -4.94341, -2.93051)
H (-3.41799, -3.57830, -4.01688)
H (-4.74779, -3.88247, -2.82389)
H (-1.23725, -6.62263, -0.65866)
H (-2.87993, -6.02981, -0.94353)
H (-1.65945, -5.20021, 0.19877)

Properties
**ΔE to the lowest compared entry with this formula, charge and spin**: 0.0 kJ/mol
**Kohn-Sham gap**: 0.2425 Eh
**HOMO**: -6.60 eV